[1]
Density functional theory data (ωB97M-V with the def2-TZVPD basis set) for C33H33Cl2PSe3SiTaTe2 as an isolated structure.

Properties
**HOMO-LUMO gap**: 6.32 eV

ORCA input file:
```
! RIJCOSX wB97M-V def2-TZVPD def2/J DEFGRID3
* xyz 1 1
Ta 0.76 -0.26 1.11
Se -0.31 0.70 3.23
Se 1.40 -0.85 3.68
Te 3.35 0.47 2.69
Se 3.25 -0.90 0.60
C 3.53 2.07 -4.14
C 4.22 1.85 -2.95
C 3.53 1.85 -1.75
C 2.15 2.10 -1.72
C 1.48 2.33 -2.92
C 2.17 2.31 -4.12
P 1.32 2.09 -0.11
C 1.91 3.59 0.72
C 2.74 4.52 0.09
C 3.13 5.67 0.77
C 2.71 5.90 2.06
C 1.88 4.98 2.69
C 1.49 3.83 2.02
C -0.44 2.16 -0.35
C -1.27 3.14 -0.89
C -2.63 2.90 -0.94
C -3.14 1.71 -0.42
C -2.31 0.75 0.15
C -0.92 0.95 0.19
H 4.07 2.06 -5.08
H 5.28 1.66 -2.96
H 4.06 1.66 -0.83
H 0.41 2.53 -2.91
H 1.64 2.49 -5.05
H 3.07 4.37 -0.93
H 3.77 6.39 0.27
H 3.02 6.79 2.59
H 1.54 5.15 3.71
H 0.85 3.11 2.52
H -0.85 4.08 -1.25
H -3.30 3.64 -1.35
H -4.21 1.54 -0.44
H -2.76 -0.12 0.59
Cl 1.91 -4.03 1.96
C 3.39 -4.45 1.07
Cl 3.12 -4.46 -0.68
H 3.69 -5.45 1.37
H 4.14 -3.71 1.31
C 2.34 -1.36 -2.60
Te 0.61 -1.83 -1.43
C -0.62 -0.62 -2.68
H 2.15 -1.78 -3.59
H 3.20 -1.85 -2.16
H 2.50 -0.29 -2.67
H -0.24 0.39 -2.69
H -1.63 -0.63 -2.28
H -0.60 -1.06 -3.67
C -2.37 -4.81 -2.08
C -1.57 -5.33 -1.08
C -1.25 -4.57 0.04
C -1.72 -3.27 0.18
C -2.54 -2.76 -0.84
C -2.87 -3.52 -1.95
Si -1.22 -2.18 1.63
C -2.79 -1.76 2.59
C -4.06 -1.67 2.00
C -5.20 -1.47 2.76
C -5.10 -1.36 4.14
C -3.86 -1.47 4.75
C -2.73 -1.67 3.98
H -2.63 -5.41 -2.94
H -1.19 -6.34 -1.17
H -0.62 -5.01 0.81
H -2.93 -1.75 -0.76
H -3.52 -3.11 -2.72
H -0.52 -3.05 2.61
H -4.17 -1.79 0.93
H -6.16 -1.40 2.28
H -5.99 -1.21 4.74
H -3.78 -1.42 5.83
H -1.77 -1.78 4.48
*
```

[2]
Density functional theory data (ωB97M-V with the def2-TZVPD basis set) for C33H33N6O4Ru as an isolated structure in a non-equilibrium geometry.

Properties
**HOMO-LUMO gap (spin up / spin down)**: 7.63 / 6.89 eV

ORCA input file:
```
! RIJCOSX wB97M-V def2-TZVPD def2/J DEFGRID3
* xyz 2 2
Ru 0.02 0.41 -0.02
C 1.34 0.35 4.39
O 2.45 0.66 3.50
C 1.92 0.79 2.30
N 0.66 0.70 2.17
C 0.08 0.59 3.54
C -1.02 -0.43 3.74
C -1.48 -1.26 2.74
C -2.52 -2.15 2.98
C -3.12 -2.19 4.23
C -2.67 -1.35 5.24
C -1.62 -0.48 5.00
C 2.75 1.18 1.16
C 3.92 1.92 1.27
C 4.50 2.41 0.11
C 3.88 2.18 -1.11
C 2.71 1.44 -1.12
N 2.18 0.92 -0.02
C 1.88 1.24 -2.32
N 0.78 0.61 -2.29
C 0.20 0.69 -3.66
C 1.26 1.51 -4.43
O 2.28 1.79 -3.44
C -1.18 1.31 -3.74
C -1.71 2.09 -2.72
C -2.99 2.63 -2.85
C -3.73 2.41 -4.00
C -3.20 1.65 -5.02
C -1.93 1.09 -4.89
H 1.42 0.99 5.26
H 1.43 -0.70 4.69
H -0.34 1.58 3.75
H -1.03 -1.23 1.77
H -2.87 -2.80 2.19
H -3.94 -2.87 4.42
H -3.14 -1.37 6.21
H -1.28 0.19 5.79
H 4.34 2.11 2.25
H 5.40 3.00 0.16
H 4.27 2.57 -2.03
H 0.14 -0.33 -4.05
H 0.87 2.46 -4.81
H 1.72 0.96 -5.25
H -1.14 2.30 -1.83
H -3.39 3.24 -2.04
H -4.72 2.84 -4.10
H -3.76 1.48 -5.93
H -1.52 0.49 -5.70
C -4.43 -0.40 -0.66
C -2.95 -0.38 -0.91
N -2.52 -0.95 -2.04
O -2.18 0.13 -0.08
H -4.87 -1.35 -0.96
H -4.90 0.40 -1.24
H -4.62 -0.21 0.40
H -3.15 -1.31 -2.73
H -1.55 -0.82 -2.29
C 0.44 3.71 0.07
O -0.05 2.41 0.04
H -0.37 4.41 0.28
H 0.88 3.99 -0.89
H 1.21 3.84 0.85
N 0.26 -3.91 -0.11
C -0.16 -2.66 -0.33
N 0.74 -1.76 -0.01
C 1.85 -2.48 0.47
C 3.11 -2.08 0.93
C 4.00 -3.06 1.31
C 3.67 -4.42 1.26
C 2.43 -4.83 0.81
C 1.55 -3.84 0.41
H -0.25 -4.76 -0.30
H -1.14 -2.45 -0.73
H 3.39 -1.04 0.98
H 4.98 -2.77 1.66
H 4.39 -5.16 1.58
H 2.17 -5.88 0.75
*
```

[3]
Density functional theory data (ωB97M-V with the def2-TZVPD basis set) for a 2-piece molecular cluster, C33H33OSi overall in a non-equilibrium geometry.

Properties
**HOMO-LUMO gap**: 4.68 eV

ORCA input file:
```
! RIJCOSX wB97M-V def2-TZVPD def2/J DEFGRID3
* xyz 1 1
C 3.82 -3.88 -3.42
C 2.93 -4.23 -2.39
C 2.01 -3.31 -1.90
C 1.91 -2.01 -2.46
C 0.88 -1.05 -2.02
C -0.19 -1.49 -1.24
C -1.20 -0.65 -0.74
C -2.56 -0.81 -1.18
C -3.49 0.26 -1.21
C -4.76 0.09 -1.75
C -5.12 -1.13 -2.34
C -4.20 -2.18 -2.36
C -2.96 -2.05 -1.75
C 0.96 0.39 -2.39
C -0.15 1.09 -2.90
C -0.03 2.41 -3.35
C 1.19 3.08 -3.24
C 2.28 2.42 -2.66
C 2.16 1.11 -2.21
C 2.78 -1.68 -3.52
C 3.72 -2.60 -3.99
H 4.57 -4.59 -3.78
H 2.96 -5.24 -1.98
H 1.35 -3.61 -1.08
H -0.25 -2.56 -1.01
H -0.93 0.24 -0.15
H -3.18 1.23 -0.83
H -5.48 0.92 -1.72
H -6.11 -1.26 -2.79
H -4.45 -3.13 -2.85
H -2.24 -2.87 -1.74
H -1.12 0.59 -2.97
H -0.90 2.91 -3.79
H 1.28 4.10 -3.62
H 3.24 2.93 -2.57
H 3.00 0.62 -1.71
H 2.69 -0.71 -3.99
H 4.39 -2.31 -4.80
C -0.70 3.20 0.00
Si -1.00 2.40 1.66
C -0.89 3.59 3.07
C -2.58 1.39 1.76
O 0.34 1.34 1.66
C 0.56 0.18 2.31
C -0.05 -1.04 2.11
C 0.19 -1.93 3.28
C 1.02 -1.04 4.20
C 1.31 -1.20 5.54
C 2.06 -0.21 6.19
C 2.49 0.93 5.49
C 2.11 1.14 4.17
C 1.36 0.14 3.54
H -1.57 3.76 -0.33
H 0.15 3.89 0.06
H -0.44 2.46 -0.76
H -1.77 4.24 3.07
H -0.84 3.06 4.04
H 0.01 4.21 2.97
H -3.36 1.89 1.17
H -2.46 0.37 1.39
H -2.93 1.34 2.80
H -0.69 -1.31 1.28
H -0.72 -2.30 3.77
H 0.77 -2.82 3.00
H 0.97 -2.09 6.07
H 2.31 -0.32 7.25
H 3.13 1.66 6.00
H 2.39 2.04 3.62
*
```

[4]
Density functional theory data (ωB97M-V with the def2-TZVPD basis set) for C33H34BN3O8ReS as an isolated structure.

Properties
**HOMO-LUMO gap (spin up / spin down)**: 5.79 / 5.75 eV

ORCA input file:
```
! RIJCOSX wB97M-V def2-TZVPD def2/J DEFGRID3
* xyz 2 2
Re 1.31 0.15 1.93
O -3.97 -3.32 -2.14
C -3.19 -4.10 -1.38
O -3.21 -5.29 -1.48
C -2.31 -3.41 -0.37
C -2.59 -2.15 0.15
C -1.73 -1.57 1.07
C -0.59 -2.26 1.45
C -0.31 -3.52 0.96
C -1.18 -4.10 0.06
N 0.34 -1.62 2.35
C 0.70 -2.23 3.43
C 1.68 -1.58 4.27
C 2.14 -2.08 5.46
C 3.11 -1.37 6.16
C 3.56 -0.17 5.63
C 3.04 0.29 4.43
N 2.11 -0.39 3.76
H -3.65 -2.41 -2.17
H -3.50 -1.63 -0.13
H -1.96 -0.60 1.51
H 0.60 -4.03 1.25
H -0.99 -5.09 -0.35
H 0.26 -3.19 3.70
H 1.76 -3.03 5.83
H 3.50 -1.74 7.10
H 4.31 0.42 6.14
H 3.36 1.23 4.00
C 2.96 8.51 1.20
C 2.45 7.18 1.66
C 1.45 7.09 2.63
C 0.97 5.86 3.05
C 1.50 4.71 2.47
C 2.50 4.76 1.50
C 2.96 6.00 1.11
S 0.89 3.20 3.07
O 1.53 2.18 2.17
O 1.08 3.03 4.47
N -0.69 3.11 2.78
C -1.36 2.70 1.54
C -0.66 3.12 0.25
C 0.51 2.31 -0.22
O 1.45 2.66 -0.83
O 0.40 0.86 0.09
H 2.69 9.30 1.90
H 2.53 8.77 0.23
H 4.04 8.50 1.09
H 1.05 7.99 3.08
H 0.20 5.81 3.81
H 2.90 3.86 1.07
H 3.74 6.06 0.36
H -1.22 3.03 3.64
H -2.33 3.19 1.55
H -1.52 1.63 1.54
H -0.35 4.16 0.26
H -1.40 3.02 -0.56
C -2.67 -4.66 -5.15
C -1.27 -4.03 -5.10
C -0.86 -3.58 -6.51
C -0.29 -5.09 -4.61
C -1.28 -2.80 -4.19
C -2.20 -1.77 -4.43
C -2.26 -0.60 -3.67
C -1.35 -0.50 -2.65
O -1.17 0.54 -1.72
B -0.13 0.09 -0.96
O 0.37 -1.13 -1.31
C -0.43 -1.50 -2.40
C -0.37 -2.66 -3.14
H -2.66 -5.51 -5.82
H -3.43 -3.96 -5.51
H -2.98 -5.01 -4.16
H -0.84 -4.44 -7.18
H 0.13 -3.13 -6.51
H -1.56 -2.86 -6.93
H -0.33 -5.95 -5.28
H -0.54 -5.44 -3.61
H 0.74 -4.73 -4.62
H -2.90 -1.87 -5.25
H -2.97 0.18 -3.89
H 0.37 -3.41 -2.92
*
```

[5]
Density functional theory data (ωB97M-V with the def2-TZVPD basis set) for C33H34CrN4P2S as an isolated structure.

Properties
**HOMO-LUMO gap (spin up / spin down)**: 8.01 / 7.78 eV

ORCA input file:
```
! RIJCOSX wB97M-V def2-TZVPD def2/J DEFGRID3
* xyz 2 5
Cr 0.95 0.42 -1.65
N 2.25 2.01 -2.38
N 2.17 2.25 -3.77
C 1.46 1.43 -4.57
N 1.49 1.70 -5.87
S 0.59 0.10 -3.99
H 1.98 2.86 -1.89
H 3.22 1.81 -2.13
H 2.74 2.99 -4.15
H 2.00 2.47 -6.27
H 0.97 1.10 -6.50
C -0.09 -1.97 0.85
N -0.30 -0.93 1.84
C 0.86 -0.09 2.09
P 1.35 0.99 0.69
C 0.12 2.32 0.52
C 0.52 3.61 0.14
C -0.43 4.58 -0.12
C -1.78 4.28 -0.02
C -2.18 3.01 0.35
C -1.24 2.03 0.62
C 2.90 1.74 1.21
C 4.09 1.27 0.68
C 5.31 1.79 1.10
C 5.32 2.79 2.07
C 4.14 3.26 2.61
C 2.92 2.74 2.19
C -0.91 -1.38 3.07
C -1.86 -0.57 3.67
C -2.46 -0.96 4.86
C -2.10 -2.17 5.45
C -1.15 -2.98 4.85
C -0.55 -2.59 3.66
P -0.52 -1.41 -0.85
C -0.28 -2.89 -1.85
C 0.99 -3.18 -2.33
C 1.22 -4.34 -3.05
C 0.17 -5.21 -3.30
C -1.10 -4.93 -2.83
C -1.33 -3.77 -2.10
C -2.28 -1.04 -0.81
C -2.83 -0.35 -1.89
C -4.18 -0.05 -1.92
C -4.99 -0.43 -0.86
C -4.46 -1.10 0.22
C -3.10 -1.41 0.25
H -0.73 -2.82 1.08
H 0.95 -2.35 0.82
H 1.76 -0.67 2.36
H 0.65 0.57 2.93
H 1.57 3.87 0.12
H -0.11 5.58 -0.39
H -2.52 5.05 -0.23
H -3.24 2.77 0.44
H -1.56 1.03 0.92
H 4.08 0.46 -0.05
H 6.23 1.41 0.70
H 6.27 3.19 2.40
H 4.16 4.03 3.37
H 2.00 3.11 2.62
H -2.15 0.36 3.20
H -3.20 -0.33 5.33
H -2.57 -2.48 6.37
H -0.87 -3.92 5.30
H 0.20 -3.22 3.20
H 1.82 -2.49 -2.14
H 2.22 -4.56 -3.41
H 0.35 -6.12 -3.87
H -1.92 -5.61 -3.03
H -2.33 -3.55 -1.74
H -2.20 -0.05 -2.73
H -4.60 0.47 -2.77
H -6.05 -0.19 -0.88
H -5.09 -1.40 1.05
H -2.71 -1.94 1.11
*
```

[6]
Density functional theory data (ωB97M-V with the def2-TZVPD basis set) for C33H34FI2NRh as an isolated structure in a non-equilibrium geometry.

Properties
**HOMO-LUMO gap (spin up / spin down)**: 7.28 / 7.11 eV

ORCA input file:
```
! RIJCOSX wB97M-V def2-TZVPD def2/J DEFGRID3
* xyz 1 1
Rh 0.32 -1.23 -1.46
I 2.38 -3.19 -1.15
C 1.60 -4.10 -2.91
I -0.01 -2.94 -3.67
H 1.24 -5.09 -2.66
H 2.39 -4.13 -3.65
C 2.71 1.91 2.90
C 2.38 0.70 2.02
C 3.57 -0.26 1.96
C 1.22 -0.12 2.52
C 1.34 -0.49 3.86
C 0.54 -1.43 4.44
C -0.40 -2.07 3.66
C -0.61 -1.74 2.33
C -1.71 -2.53 1.65
C -2.96 -1.68 1.45
C -1.29 -3.23 0.36
C 0.17 -0.69 1.76
N -0.16 -0.32 0.38
C -0.38 0.87 -0.06
C -0.42 2.09 0.73
C -0.67 3.32 0.25
C -0.85 3.76 -1.14
C -0.49 3.13 -2.25
C 0.28 1.84 -2.35
F 0.23 1.44 -3.69
H 3.45 2.53 2.40
H 3.14 1.60 3.86
H 1.83 2.52 3.10
H 2.19 1.07 1.02
H 3.76 -0.68 2.95
H 4.46 0.26 1.64
H 3.38 -1.08 1.27
H 2.12 -0.03 4.46
H 0.66 -1.70 5.48
H -1.01 -2.86 4.10
H -1.97 -3.32 2.36
H -2.72 -0.78 0.88
H -3.38 -1.36 2.40
H -3.73 -2.22 0.90
H -1.10 -2.47 -0.39
H -2.08 -3.89 0.00
H -0.38 -3.82 0.52
H -0.32 1.97 1.80
H -0.79 4.10 1.00
H -1.35 4.71 -1.26
H -0.78 3.55 -3.21
C -5.56 -0.59 -0.91
C -5.00 -1.33 -1.96
C -3.69 -1.10 -2.34
C -2.91 -0.16 -1.67
C -3.49 0.59 -0.64
C -4.80 0.38 -0.27
C -1.56 0.14 -2.18
C -0.55 0.83 -1.55
C 1.75 1.94 -2.01
C 2.49 0.76 -2.14
C 3.85 0.76 -1.96
C 4.50 1.95 -1.65
C 3.78 3.12 -1.51
C 2.40 3.12 -1.70
H -6.59 -0.76 -0.62
H -5.60 -2.06 -2.48
H -3.26 -1.66 -3.16
H -2.92 1.37 -0.16
H -5.24 0.97 0.52
H -1.46 0.07 -3.25
H 1.93 -0.12 -2.45
H 4.42 -0.16 -2.07
H 5.58 1.95 -1.51
H 4.29 4.04 -1.27
H 1.85 4.05 -1.62
*
```